Entry 1:
2 unconnected molecules or ions with the total composition CH5NOS in a non-equilibrium geometry. Source: the OMol25 dataset; level of theory: wB97M-V/def2-TZVPD.

```
9
CH5NOS | the OMol25 dataset | wB97M-V/def2-TZVPD
S -3.41580 0.21349 0.46618
H -3.49103 -0.99799 0.87804
H -4.43339 0.56861 1.31862
C 1.25872 -0.12253 -0.35807
N 2.55902 0.39481 -0.46787
O 1.00299 -1.23579 0.11831
H 0.36180 0.39527 -0.66635
H 3.27734 -0.13384 0.02857
H 2.88036 0.91796 -1.31744
```

The calculation puts the total energy at -569.2656 Ha. The calculation puts the largest force on an atom at 2.83 eV/A. The energy above the lowest of the compared OMol25 structures with the same formula, charge and spin comes out at 14.1 kcal per mole. The charge is 0. As for the SMILES: NC=O.S.

These are the Mulliken partial charges, in e, on atoms 1 to 8: number 1, S, carries -0.28; number 2, H, carries 0.14; number 3, H, carries 0.15; number 4, C, carries 0.11; number 5, N, carries -0.41; number 6, O, carries -0.52; number 7, H, carries 0.33; number 8, H, carries 0.25

Entry 2:
2 unconnected molecules or ions with the total composition CH5NOS in a non-equilibrium geometry. Source: the OMol25 dataset; level of theory: wB97M-V/def2-TZVPD.

```
9
CH5NOS | the OMol25 dataset | wB97M-V/def2-TZVPD
C 0.79880 -0.63760 0.67896
N -0.72439 1.54483 -1.14163
O 0.76018 -3.10834 1.23481
S -0.02787 -1.98649 0.75751
H 1.93712 -0.53131 0.96206
H 0.30210 0.23114 0.33871
H -1.14591 0.57069 -1.24665
H -0.51099 1.67567 -0.16953
H -1.38903 2.24142 -1.41424
```

The calculation puts the total energy at -569.1076 Ha. As for the multiplicity: 3. The calculation puts the largest force on an atom at 9.01 eV/A. The energy above the lowest of the compared OMol25 structures with the same formula, charge and spin comes out at 36.0 kcal per mole. The charge is 0. As for the expectation value of S²: 2.01.

These are the Mulliken partial charges, in e, on atoms 1 to 8: number 1, C, carries -0.22; number 2, N, carries -0.68; number 3, O, carries -0.39; number 4, S, carries 0.25; number 5, H, carries 0.31; number 6, H, carries 0.04; number 7, H, carries 0.24; number 8, H, carries 0.22

Entry 3:
2 unconnected molecules or ions with the total composition CH5NOSi in a non-equilibrium geometry. Source: the OMol25 dataset; level of theory: wB97M-V/def2-TZVPD.

```
9
CH5NOSi | the OMol25 dataset | wB97M-V/def2-TZVPD
C 0.85236 -0.71395 -0.32941
N 0.33949 -0.73084 -1.57356
O 1.93392 -1.07068 0.03453
Si -0.63965 1.03259 1.32313
H 0.44365 -1.53648 -2.24592
H -0.66617 -0.69533 -1.61717
H 0.15117 2.14514 1.58538
H -1.51816 1.04884 0.18659
H -0.89661 0.52069 2.63644
```

The calculation puts the total energy at -460.4698 Ha. The calculation puts the largest force on an atom at 3.91 eV/A. The energy above the lowest of the compared OMol25 structures with the same formula, charge and spin comes out at 57.9 kcal per mole. The charge is 0.

These are the Mulliken partial charges, in e, on atoms 1 to 8: number 1, C, carries 0.04; number 2, N, carries -0.42; number 3, O, carries -0.40; number 4, Si, carries 0.53; number 5, H, carries 0.27; number 6, H, carries 0.27; number 7, H, carries -0.10; number 8, H, carries -0.11

Entry 4:
2 unconnected molecules or ions with the total composition CH5NSi2 in a non-equilibrium geometry. Source: the OMol25 dataset; level of theory: wB97M-V/def2-TZVPD.

```
9
CH5NSi2 | the OMol25 dataset | wB97M-V/def2-TZVPD
C -2.13387 0.07124 -0.03385
N -3.16468 0.47913 -0.26989
Si 1.32125 0.73395 0.19545
Si -0.48946 -0.70713 0.31511
H 1.12922 1.75770 1.43186
H 2.52998 -0.32856 0.24140
H 1.55059 1.72446 -1.05430
H -1.00570 -2.01690 0.80170
H 0.26266 -1.71389 -1.62749
```

The calculation puts the total energy at -674.6745 Ha. The calculation puts the largest force on an atom at 3.88 eV/A. The energy above the lowest of the compared OMol25 structures with the same formula, charge and spin comes out at 66.4 kcal per mole. The charge is 0.

These are the Mulliken partial charges, in e, on atoms 1 to 8: number 1, C, carries 0.18; number 2, N, carries -0.33; number 3, Si, carries 0.16; number 4, Si, carries 0.16; number 5, H, carries -0.04; number 6, H, carries -0.03; number 7, H, carries -0.01; number 8, H, carries -0.03

Entry 5:
CH5O2PS in the gas phase in a non-equilibrium geometry. Source: the OMol25 dataset; level of theory: wB97M-V/def2-TZVPD.

```
10
CH5O2PS | the OMol25 dataset | wB97M-V/def2-TZVPD
C 1.20625 0.23361 -1.34217
O 0.71189 -0.17992 -0.05849
O -0.29837 0.79906 0.26459
P -1.63253 -0.10493 0.58042
S -1.25041 -0.74567 2.63507
H 2.05962 -0.43637 -1.64297
H 1.66644 1.15288 -1.40752
H 0.52704 0.17817 -2.12780
H -2.60347 0.87984 0.93925
H -0.38646 -1.77667 2.15961
```

The calculation puts the total energy at -931.0037 Ha. The calculation puts the largest force on an atom at 3.33 eV/A. The energy above the lowest of the compared OMol25 structures with the same formula, charge and spin comes out at 101.3 kcal per mole. The charge is 0. As for the SMILES: COOPS.

These are the Mulliken partial charges, in e, on atoms 1 to 8: number 1, C, carries -0.63; number 2, O, carries -0.16; number 3, O, carries -0.13; number 4, P, carries 0.11; number 5, S, carries -0.30; number 6, H, carries 0.26; number 7, H, carries 0.31; number 8, H, carries 0.31

Entry 6:
CH5O2PS2 in the gas phase in a non-equilibrium geometry. Source: the OMol25 dataset; level of theory: wB97M-V/def2-TZVPD.

```
11
CH5O2PS2 | the OMol25 dataset | wB97M-V/def2-TZVPD
C -0.68737 0.32734 0.47587
O -1.75808 -0.44343 0.80514
O -0.41166 1.08293 1.59524
P 0.93145 -0.70226 -0.26807
S 2.09493 0.86878 -1.28099
S -0.28402 -1.26338 -1.94386
H -0.97539 1.06805 -0.21117
H -1.71283 -0.88914 1.63220
H 0.18258 1.80396 1.52890
H 3.13593 0.71736 -0.63526
H -0.51553 -2.57020 -1.69800
```

The calculation puts the total energy at -1329.2827 Ha. The calculation puts the largest force on an atom at 4.29 eV/A. The energy above the lowest of the compared OMol25 structures with the same formula, charge and spin comes out at 55.5 kcal per mole. The charge is 0. As for the SMILES: OC(O)P(S)S.

These are the Mulliken partial charges, in e, on atoms 1 to 8: number 1, C, carries 0.06; number 2, O, carries -0.47; number 3, O, carries -0.55; number 4, P, carries 0.15; number 5, S, carries -0.24; number 6, S, carries -0.27; number 7, H, carries 0.41; number 8, H, carries 0.31

Entry 7:
2 unconnected molecules or ions with the total composition CH5O3PS in a non-equilibrium geometry. Source: the OMol25 dataset; level of theory: wB97M-V/def2-TZVPD.

```
11
CH5O3PS | the OMol25 dataset | wB97M-V/def2-TZVPD
C -1.29580 -0.65561 -0.43726
O -1.38012 0.95043 1.45992
O -0.73419 2.12076 -0.50479
O -2.42794 -1.04560 0.12304
P 1.48792 0.52794 0.57630
S -0.61248 0.91680 0.26119
H 0.53485 -1.07661 0.61157
H -1.29405 -0.61935 -1.60054
H -2.23002 -0.95332 1.04985
H 1.67667 1.94869 0.30784
H 1.68052 0.29501 -0.75397
```

The calculation puts the total energy at -1006.1432 Ha. The calculation puts the largest force on an atom at 2.97 eV/A. The energy above the lowest of the compared OMol25 structures with the same formula, charge and spin comes out at 195.0 kcal per mole. The charge is 0.

These are the Mulliken partial charges, in e, on atoms 1 to 8: number 1, C, carries -0.22; number 2, O, carries -0.65; number 3, O, carries -0.56; number 4, O, carries -0.36; number 5, P, carries -0.16; number 6, S, carries 0.96; number 7, H, carries 0.12; number 8, H, carries 0.28

Entry 8:
2 unconnected molecules or ions with the total composition CH5O3SSi in a non-equilibrium geometry. Source: the OMol25 dataset; level of theory: wB97M-V/def2-TZVPD.

```
11
CH5O3SSi | the OMol25 dataset | wB97M-V/def2-TZVPD
C 0.49114 -0.14744 0.13834
O -3.61629 0.99328 1.54649
O 3.39944 -0.04471 0.62270
O -4.49753 1.86923 -0.53333
Si 2.32284 -0.65972 -0.20093
S -3.56862 0.92621 0.08162
H 0.49833 0.94344 0.13450
H 0.07688 -0.52078 -0.79468
H -0.12759 -0.54944 0.91764
H 2.45128 -2.14142 -0.16736
H 2.57014 -0.66866 -1.74497
```

The calculation puts the total energy at -954.5256 Ha. The calculation puts the largest force on an atom at 4.37 eV/A. The energy above the lowest of the compared OMol25 structures with the same formula, charge and spin comes out at 1.0 kcal per mole. The charge is -1.

These are the Mulliken partial charges, in e, on atoms 1 to 8: number 1, C, carries -0.92; number 2, O, carries -0.38; number 3, O, carries -0.66; number 4, O, carries -0.41; number 5, Si, carries 0.14; number 6, S, carries 0.77; number 7, H, carries 0.24; number 8, H, carries 0.21

Entry 9:
3 unconnected molecules or ions with the total composition CH5O4 in a non-equilibrium geometry. Source: the OMol25 dataset; level of theory: wB97M-V/def2-TZVPD.

```
10
CH5O4 | the OMol25 dataset | wB97M-V/def2-TZVPD
O -0.27091 -1.06565 0.33041
C -0.09322 0.06205 0.83371
O 0.27816 1.09465 0.20425
H -0.12683 0.18332 1.96288
H -1.76094 2.78370 -0.30889
H -1.33841 1.54261 -1.11496
O -2.03325 2.23104 -1.06128
H 2.48101 -1.52755 -0.15679
H 1.04571 -2.20120 -0.18797
O 2.02419 -2.37849 -0.10651
```

The calculation puts the total energy at -342.1384 Ha. The calculation puts the largest force on an atom at 1.63 eV/A. The energy above the lowest of the compared OMol25 structures with the same formula, charge and spin comes out at 10.2 kcal per mole. The charge is -1.

These are the Mulliken partial charges, in e, on atoms 1 to 8: number 1, O, carries -0.69; number 2, C, carries 0.09; number 3, O, carries -0.71; number 4, H, carries 0.30; number 5, H, carries 0.31; number 6, H, carries 0.35; number 7, O, carries -0.67; number 8, H, carries 0.29

Entry 10:
2 unconnected molecules or ions with the total composition CH5OP in a non-equilibrium geometry. Source: the OMol25 dataset; level of theory: wB97M-V/def2-TZVPD.

```
8
CH5OP | the OMol25 dataset | wB97M-V/def2-TZVPD
C 1.13790 0.03529 -0.80930
O 0.40542 -2.32059 -1.58821
P 0.09145 -0.95890 -1.96757
H 1.86993 -0.74367 -0.51627
H 0.51666 0.30750 0.05224
H 1.76805 0.89805 -1.22165
H 0.74582 2.61083 -3.94586
H 0.32953 2.74029 -3.31154
```

The calculation puts the total energy at -457.6363 Ha. The calculation puts the largest force on an atom at 2.31 eV/A. The energy above the lowest of the compared OMol25 structures with the same formula, charge and spin comes out at 28.2 kcal per mole. The charge is 0. As for the SMILES: [H][H].CP=O.

Which charges does Mulliken predict for the atoms? In e, they are: number 1, C, carries -0.81; number 2, O, carries -0.41; number 3, P, carries 0.38; number 4, H, carries 0.28; number 5, H, carries 0.26; number 6, H, carries 0.29; number 7, H, carries 0.04; number 8, H, carries -0.04